{"formula": "C40H86Cl24O5S5", "method": "ωB97M-V with the def2-TZVPD basis set", "elements": ["C", "S", "O", "C", "H", "H", "H", "H", "H", "H", "C", "S", "O", "C", "H", "H", "H", "H", "H", "H", "C", "S", "O", "C", "H", "H", "H", "H", "H", "H", "C", "S", "O", "C", "H", "H", "H", "H", "H", "H", "C", "S", "O", "C", "H", "H", "H", "H", "H", "H", "C", "Cl", "Cl", "Cl", "Cl", "C", "Cl", "Cl", "Cl", "Cl", "C", "Cl", "Cl", "Cl", "Cl", "C", "Cl", "Cl", "Cl", "Cl", "C", "Cl", "Cl", "Cl", "Cl", "C", "Cl", "Cl", "Cl", "Cl", "C", "C", "C", "C", "C", "C", "H", "H", "H", "H", "H", "H", "H", "H", "H", "H", "H", "H", "H", "H", "C", "C", "C", "C", "C", "C", "H", "H", "H", "H", "H", "H", "H", "H", "H", "H", "H", "H", "H", "H", "C", "C", "C", "C", "C", "C", "H", "H", "H", "H", "H", "H", "H", "H", "H", "H", "H", "H", "H", "H", "C", "C", "C", "C", "C", "C", "H", "H", "H", "H", "H", "H", "H", "H", "H", "H", "H", "H", "H", "H"], "positions_angstrom": [[-2.090, 3.898, 7.414], [-1.492, 2.210, 7.001], [-2.741, 1.344, 6.966], [-0.941, 2.469, 5.232], [-2.813, 4.257, 6.681], [-1.271, 4.616, 7.435], [-2.449, 3.848, 8.442], [-0.286, 3.339, 5.166], [-1.753, 2.726, 4.552], [-0.404, 1.599, 4.854], [3.203, -6.572, 3.171], [3.344, -7.036, 1.370], [4.568, -7.870, 1.170], [1.818, -8.137, 1.315], [3.431, -7.410, 3.830], [2.254, -6.147, 3.498], [3.915, -5.822, 3.516], [1.367, -8.247, 0.329], [1.159, -7.596, 1.993], [2.127, -9.058, 1.808], [8.848, -3.988, -0.176], [10.449, -4.707, 0.535], [10.078, -4.990, 1.987], [10.355, -6.298, -0.338], [7.999, -4.113, 0.496], [8.606, -4.449, -1.134], [9.082, -2.928, -0.271], [9.451, -6.842, -0.062], [11.205, -6.863, 0.044], [10.304, -6.154, -1.417], [-3.849, -5.532, 5.697], [-3.955, -7.385, 5.542], [-3.524, -7.669, 4.138], [-2.401, -7.774, 6.508], [-2.825, -5.158, 5.704], [-4.101, -5.178, 6.697], [-4.480, -4.903, 5.068], [-2.692, -8.224, 7.457], [-1.814, -6.877, 6.705], [-1.823, -8.501, 5.936], [7.249, 0.871, 3.934], [9.113, 0.929, 3.793], [9.549, 2.316, 4.161], [9.425, -0.159, 5.295], [6.752, 1.282, 3.055], [6.832, 1.343, 4.824], [7.069, -0.201, 4.014], [9.027, 0.349, 6.173], [10.484, -0.232, 5.542], [8.968, -1.143, 5.188], [-0.566, 6.381, -6.843], [-1.010, 7.803, -7.816], [-0.308, 4.927, -7.769], [1.001, 6.795, -6.153], [-1.726, 6.121, -5.506], [-6.975, 0.088, -6.756], [-7.902, -1.406, -6.363], [-7.659, 1.566, -5.982], [-5.216, -0.142, -6.413], [-7.118, 0.403, -8.521], [-1.476, 7.636, 1.518], [-1.258, 9.118, 0.560], [-3.164, 7.294, 1.580], [-0.630, 6.265, 0.689], [-0.847, 7.839, 3.142], [6.775, 9.468, -9.391], [8.441, 9.654, -10.114], [6.307, 7.744, -9.368], [6.934, 10.047, -7.724], [5.679, 10.527, -10.211], [3.997, -5.220, -7.553], [5.613, -4.808, -6.855], [3.118, -3.744, -7.947], [4.328, -6.212, -8.982], [3.058, -6.072, -6.283], [3.667, -0.250, -13.269], [1.892, -0.377, -13.238], [4.283, 0.764, -11.971], [4.533, -1.844, -13.154], [3.941, 0.527, -14.861], [6.141, 7.707, 0.443], [6.413, 9.032, 1.108], [5.313, 10.074, 0.769], [5.863, 11.467, 0.877], [6.436, 12.077, -0.447], [6.528, 13.607, -0.452], [5.276, 7.251, 0.925], [7.024, 7.071, 0.504], [5.838, 7.823, -0.597], [6.336, 8.753, 2.158], [7.450, 9.248, 0.850], [4.484, 9.841, 1.438], [4.967, 9.982, -0.260], [4.996, 12.103, 1.056], [6.607, 11.560, 1.668], [7.451, 11.706, -0.592], [5.841, 11.825, -1.325], [5.509, 13.951, -0.272], [7.210, 13.921, 0.338], [6.841, 14.071, -1.388], [-7.299, -8.391, -3.804], [-6.558, -7.719, -2.650], [-7.457, -7.467, -1.414], [-8.030, -8.737, -0.790], [-8.884, -8.396, 0.493], [-9.201, -9.529, 1.342], [-8.242, -7.919, -4.079], [-7.562, -9.393, -3.463], [-6.721, -8.624, -4.699], [-5.750, -8.389, -2.356], [-6.060, -6.831, -3.039], [-8.309, -6.846, -1.693], [-6.950, -6.928, -0.614], [-8.559, -9.408, -1.467], [-7.174, -9.289, -0.403], [-8.374, -7.606, 1.045], [-9.791, -7.852, 0.230], [-10.151, -9.998, 1.089], [-8.351, -10.207, 1.419], [-9.371, -9.233, 2.378], [-9.006, 0.298, 1.579], [-8.319, 1.513, 2.211], [-9.255, 2.243, 3.212], [-9.686, 1.436, 4.448], [-10.056, 2.266, 5.680], [-9.853, 1.395, 6.963], [-8.827, -0.509, 2.290], [-8.558, -0.102, 0.670], [-10.061, 0.414, 1.330], [-7.464, 1.111, 2.755], [-7.793, 2.160, 1.509], [-10.129, 2.676, 2.725], [-8.748, 3.139, 3.569], [-10.410, 0.655, 4.217], [-8.882, 0.738, 4.681], [-9.453, 3.165, 5.803], [-11.084, 2.618, 5.595], [-10.482, 0.505, 6.972], [-8.816, 1.073, 7.058], [-10.087, 2.085, 7.775], [-0.286, -2.050, -0.417], [0.422, -1.694, -1.721], [1.594, -0.698, -1.518], [2.183, -0.290, -2.897], [3.038, 0.971, -2.761], [3.822, 1.381, -4.087], [-1.072, -2.730, -0.748], [-0.813, -1.165, -0.060], [0.378, -2.366, 0.388], [0.834, -2.583, -2.200], [-0.382, -1.211, -2.275], [2.341, -1.015, -0.790], [1.073, 0.144, -1.063], [2.814, -1.068, -3.327], [1.342, -0.063, -3.553], [2.367, 1.816, -2.609], [3.631, 0.955, -1.847], [4.222, 2.394, -4.054], [4.583, 0.608, -4.196], [3.116, 1.351, -4.918]], "lowdin_charge": [-0.265, 0.827, -0.585, -0.251, 0.055, 0.044, 0.046, 0.039, 0.050, 0.042, -0.269, 0.814, -0.575, -0.230, 0.051, 0.042, 0.041, 0.046, 0.028, 0.051, -0.230, 0.840, -0.592, -0.283, 0.051, 0.036, 0.028, 0.058, 0.044, 0.048, -0.268, 0.842, -0.590, -0.238, 0.040, 0.042, 0.051, 0.036, 0.037, 0.049, -0.258, 0.829, -0.583, -0.250, 0.041, 0.053, 0.031, 0.047, 0.044, 0.044, -2.056, 0.512, 0.543, 0.493, 0.508, -1.950, 0.500, 0.492, 0.489, 0.469, -2.069, 0.512, 0.546, 0.481, 0.528, -2.027, 0.463, 0.515, 0.495, 0.553, -2.010, 0.471, 0.520, 0.522, 0.496, -1.996, 0.501, 0.524, 0.487, 0.484, -0.141, -0.272, -0.219, -0.228, -0.264, -0.124, 0.070, 0.072, 0.068, 0.104, 0.106, 0.111, 0.102, 0.101, 0.114, 0.097, 0.100, 0.066, 0.070, 0.067, -0.125, -0.256, -0.227, -0.207, -0.295, -0.144, 0.074, 0.056, 0.067, 0.100, 0.095, 0.107, 0.106, 0.105, 0.107, 0.103, 0.107, 0.078, 0.078, 0.072, -0.120, -0.257, -0.218, -0.244, -0.252, -0.111, 0.066, 0.062, 0.072, 0.095, 0.095, 0.106, 0.097, 0.110, 0.101, 0.099, 0.102, 0.068, 0.067, 0.062, -0.127, -0.283, -0.221, -0.229, -0.269, -0.094, 0.070, 0.067, 0.070, 0.105, 0.105, 0.110, 0.105, 0.110, 0.109, 0.092, 0.098, 0.060, 0.060, 0.061], "lumo_energy_ev": -0.189, "total_charge": 0, "homo_lumo_gap_ev": 8.76, "homo_energy_ev": -8.949}

=====

{"formula": "C24H19AsN2NiO2S", "method": "ωB97M-V with the def2-TZVPD basis set", "elements": ["Ni", "O", "N", "N", "O", "C", "C", "C", "C", "C", "C", "H", "H", "H", "H", "H", "S", "C", "C", "C", "C", "C", "C", "As", "C", "C", "C", "C", "C", "C", "C", "C", "C", "C", "C", "C", "H", "H", "H", "H", "H", "H", "H", "H", "H", "H", "H", "H", "H", "H"], "positions_angstrom": [[-0.689, 0.967, 1.795], [-2.451, 0.145, 1.650], [-2.537, -1.027, 2.168], [-1.477, -1.402, 2.754], [-0.410, -0.640, 2.831], [-1.437, -2.692, 3.390], [-0.290, -3.030, 4.084], [-0.233, -4.270, 4.706], [-1.303, -5.146, 4.629], [-2.444, -4.783, 3.923], [-2.523, -3.552, 3.296], [0.530, -2.331, 4.130], [0.658, -4.546, 5.254], [-1.252, -6.110, 5.117], [-3.284, -5.462, 3.858], [-3.404, -3.262, 2.745], [0.717, 2.668, 2.098], [1.966, 2.518, 0.850], [3.144, 3.252, 1.011], [4.162, 3.179, 0.076], [4.039, 2.371, -1.048], [2.874, 1.642, -1.228], [1.849, 1.721, -0.292], [0.187, 0.786, -0.484], [0.493, -0.485, -1.901], [1.249, -1.618, -1.609], [1.521, -2.547, -2.601], [1.029, -2.353, -3.885], [0.270, -1.230, -4.174], [0.001, -0.292, -3.185], [-0.939, 2.123, -1.329], [-0.413, 3.287, -1.876], [-1.260, 4.221, -2.456], [-2.629, 3.993, -2.492], [-3.155, 2.834, -1.941], [-2.312, 1.900, -1.354], [3.255, 3.876, 1.889], [5.065, 3.756, 0.230], [4.837, 2.310, -1.775], [2.757, 1.011, -2.102], [1.633, -1.778, -0.607], [2.112, -3.424, -2.370], [1.237, -3.080, -4.660], [-0.115, -1.079, -5.174], [-0.589, 0.584, -3.421], [0.654, 3.472, -1.842], [-0.850, 5.130, -2.877], [-3.287, 4.725, -2.944], [-4.222, 2.659, -1.956], [-2.734, 1.010, -0.901]], "lowdin_spin": [1.599, 0.063, -0.005, 0.005, 0.087, 0.002, 0.001, 0.000, 0.000, 0.000, 0.001, 0.000, 0.000, 0.000, 0.000, 0.000, 0.090, 0.008, 0.007, 0.001, 0.006, 0.003, 0.009, 0.073, 0.026, 0.005, 0.000, 0.003, 0.001, 0.006, 0.006, 0.001, 0.000, 0.000, 0.000, 0.001, 0.001, 0.000, 0.000, 0.000, 0.001, 0.000, 0.000, 0.000, 0.001, 0.000, 0.000, 0.000, 0.000, 0.000], "lumo_energy_ev": [0.293, -0.285], "total_charge": 0, "homo_lumo_gap_ev": [7.98, 7.51], "homo_energy_ev": [-7.682, -7.795], "spin_multiplicity": 3}